1.
10
Properties=species:S:1:pos:R:3:forces:R:3 method="wB97M-V/def2-TZVPD" orbital_gap_ev="5.66 / 8.05" s2=2.009 multiplicity=3 largest_force_ev_per_a=9.4
C 0.573829 -0.195330 -0.404697 -1.2 -1.5 -8.7
C 0.761853 -0.151940 0.896700 1.7 0.1 9.3
N 0.455564 0.883296 -1.250351 -1.3 2.3 -0.4
N -2.550213 -0.493625 1.026063 2.5 2.5 -1.0
N -1.799204 0.274328 0.715387 -2.9 -2.5 1.1
Br 0.320465 -1.865467 -1.352837 0.2 0.9 0.3
Br 1.066691 -1.760505 1.861234 0.0 1.1 -0.2
H 1.223549 0.739804 1.328814 0.2 -0.4 0.1
H -0.352299 0.629081 -1.813056 0.3 0.5 -0.8
H 0.299764 1.940359 -1.007257 0.7 -3.0 0.5

---

2.
12
Properties=species:S:1:pos:R:3:forces:R:3 method="wB97M-V/def2-TZVPD" orbital_gap_ev=7.99 charge=-1 largest_force_ev_per_a=2.4
C -1.074449 -1.496480 -0.398608 -0.1 2.0 -0.1
C 1.352847 0.148815 -0.290687 -0.2 1.2 0.4
C 0.051271 0.071855 0.497676 1.4 -1.9 0.1
N -0.798289 1.180644 0.409901 -0.4 0.4 2.3
O -2.129452 -1.013448 -0.586584 -1.5 0.0 0.0
O -1.069818 1.571632 -0.708083 0.0 0.5 -1.1
O -0.309432 -2.369242 -0.546688 1.4 -1.7 0.1
O -1.350488 1.662908 1.436709 0.6 -0.8 -0.8
F 0.311872 -0.405393 1.787878 -0.4 0.8 -0.2
H 2.294030 0.481614 0.221502 -1.0 -0.2 0.3
H 1.610458 -0.747130 -0.815591 -0.2 -0.7 -0.2
H 1.111450 0.914228 -1.007424 0.3 0.3 -0.7

---

3.
13
Properties=species:S:1:pos:R:3:forces:R:3 method="wB97M-V/def2-TZVPD" orbital_gap_ev="5.39 / 5.11" s2=2.018 multiplicity=3 charge=+1 largest_force_ev_per_a=3.2
C 2.016874 -0.156499 0.356347 -1.5 0.3 -1.4
N -1.912658 0.354837 0.172191 2.2 -0.4 0.5
N -2.991472 0.826910 -0.413876 -2.2 2.0 -1.2
N 3.241225 -0.625636 0.103628 0.0 -0.3 -2.9
S -0.304623 1.537149 -0.067888 -1.4 -1.1 -0.9
S 1.100691 0.412494 -1.022699 -0.5 0.5 1.0
S -1.587339 -1.313152 -0.123858 0.0 0.2 -0.5
H 1.509179 -0.050460 1.278992 0.2 -0.3 0.9
H -3.168773 0.808817 -1.469413 0.8 0.2 2.0
H -3.604997 1.469404 0.162932 0.9 -1.4 -1.0
H -1.683312 -1.836062 1.104108 0.1 0.4 0.4
H 3.880179 -0.710436 0.844409 1.1 -0.2 0.6
H 3.505022 -0.717363 -0.924872 0.1 0.1 2.5

---

4.
16
Properties=species:S:1:pos:R:3:forces:R:3 method="wB97M-V/def2-TZVPD" orbital_gap_ev=9.67 largest_force_ev_per_a=1.9
C -1.421868 -0.150616 1.240936 -0.4 -0.2 1.1
C -0.073556 -0.686177 -0.579323 1.5 1.2 0.3
C 0.248848 -1.707378 -1.336683 -0.3 -1.4 0.1
C 0.663672 1.645683 -0.435192 1.1 0.4 0.6
H -0.892117 -0.933212 1.809892 0.1 0.5 0.0
H -2.473416 -0.224266 1.558258 0.3 0.0 -0.5
H -1.090978 0.872134 1.459729 0.2 -0.3 0.1
H 1.266442 -1.873392 -1.696854 -0.5 0.2 0.1
H -0.502443 -2.500502 -1.396120 0.4 0.2 -0.4
H 2.161304 -0.237979 1.596499 0.2 -0.1 0.4
H 1.482081 2.284418 -0.084536 0.0 -0.2 -0.1
H -1.113348 1.583440 -1.176896 0.2 -0.2 -0.1
N 0.938454 0.304175 -0.211165 -1.4 -0.5 -0.4
N -0.343151 2.196310 -0.922268 -1.1 0.6 -0.4
O -1.327385 -0.441287 -0.132915 -0.1 -0.2 -0.5
S 2.477461 -0.131352 0.306639 0.0 -0.2 -0.1

---

5.
94
Properties=species:S:1:pos:R:3:forces:R:3 method="wB97M-V/def2-TZVPD" orbital_gap_ev="7.88 / 4.84" s2=8.793 multiplicity=6 charge=+2 largest_force_ev_per_a=1.8
Fe -0.080305 0.030549 -0.078412 -1.6 0.7 -0.6
Cl -0.249331 0.214417 2.448473 0.1 0.2 0.2
C 0.323817 1.826498 2.882442 -0.1 -0.4 -0.1
C 0.301120 2.127728 4.228090 0.0 0.1 0.0
C 0.751928 3.376295 4.625843 0.0 0.0 0.0
C 1.211236 4.280101 3.681661 0.0 0.0 0.1
C 1.229232 3.938445 2.339267 0.1 0.1 -0.1
Cl 1.826965 5.101998 1.213886 0.0 0.0 0.0
C 0.785756 2.687708 1.886341 -0.1 -0.1 0.0
S 0.852625 2.292913 0.177327 0.3 -0.3 0.3
H -0.060870 1.405310 4.946477 0.0 0.0 0.0
H 0.750387 3.641534 5.674098 0.0 0.0 0.0
H 1.564187 5.258074 3.978089 0.0 0.0 0.0
C 4.600008 0.637663 -1.915519 0.0 0.1 0.0
C 3.333209 1.235889 -1.302856 0.2 -0.2 -0.2
Ge 2.440259 0.149990 0.101495 0.3 0.5 0.1
C 3.198657 0.537740 1.875783 0.1 -0.1 0.2
C 4.722440 0.438260 1.909977 0.0 0.1 0.1
C 3.489463 -1.664004 -0.114071 0.2 -0.1 0.0
C 2.822693 -2.774133 -0.030046 -0.1 -0.6 0.0
Ge 0.848393 -2.342067 0.028205 1.2 -0.9 -0.1
C 0.187913 -2.937092 1.761139 -0.3 0.1 0.4
C -0.139741 -4.415336 1.992589 0.0 0.0 0.1
C 0.154030 -3.050619 -1.671422 -0.3 0.1 -0.2
C -0.217918 -4.533559 -1.789548 -0.1 0.1 0.0
C 3.434198 -4.142012 -0.016822 0.1 0.3 0.0
C 4.820815 -4.283764 -0.144718 0.0 0.1 0.0
C 5.413280 -5.532142 -0.124776 -0.1 0.0 0.0
C 4.629434 -6.671229 0.028503 0.0 0.0 0.0
C 3.257805 -6.546735 0.168208 0.0 0.0 0.0
C 2.669158 -5.288268 0.145231 -0.1 0.0 0.0
H 4.909375 1.229823 -2.779199 0.0 0.0 0.0
H 4.473022 -0.390205 -2.259110 -0.1 0.0 0.0
H 5.435482 0.641537 -1.213797 0.0 0.0 0.0
H 2.597645 1.480506 -2.069298 0.0 0.0 0.0
H 3.542938 2.165043 -0.773962 0.1 0.0 0.0
H 2.743669 -0.127939 2.610371 0.0 0.0 0.0
H 2.889048 1.554483 2.106030 0.0 0.0 0.1
H 5.084257 -0.582845 1.796256 0.0 0.0 0.0
H 5.081871 0.791028 2.878104 0.0 0.0 0.0
H 5.196891 1.062534 1.150080 0.0 0.0 0.0
H 4.550749 -1.416226 -0.135028 -0.1 0.1 -0.1
H -0.709695 -2.346561 1.948585 0.0 0.0 0.1
H 0.946609 -2.597771 2.470812 0.0 0.0 0.1
H -0.805089 -4.824904 1.232166 0.0 0.0 0.0
H -0.646651 -4.519603 2.953678 0.0 0.0 0.0
H 0.748377 -5.042176 2.033369 0.0 0.0 0.0
H 0.902540 -2.797763 -2.417863 0.0 -0.1 0.0
H -0.721968 -2.438311 -1.876912 0.0 0.0 -0.1
H 0.649746 -5.179694 -1.867076 0.1 0.0 0.1
H -0.800036 -4.679058 -2.702857 0.0 0.0 0.0
H -0.827015 -4.891103 -0.958286 0.0 0.0 0.0
H 5.447782 -3.408091 -0.260420 0.0 0.0 0.0
H 6.486627 -5.623837 -0.224508 0.0 0.0 0.0
H 5.091505 -7.649609 0.043033 0.0 0.0 0.0
H 2.643769 -7.428120 0.298735 0.0 0.0 0.0
H 1.601471 -5.206473 0.270445 -0.1 0.0 -0.1
C 1.771070 -0.670187 -3.398222 -0.1 0.0 0.0
C 0.436773 0.005342 -3.344024 0.1 -0.1 0.4
N -0.234442 0.379360 -2.268189 -0.3 0.2 -0.1
C -1.413344 1.044398 -2.630560 0.2 -0.1 0.5
C -1.613492 1.129537 -3.962849 -0.1 0.1 -0.2
S -0.326710 0.406812 -4.799316 0.0 0.0 -0.4
C -2.308455 1.621719 -1.611179 0.3 -0.3 0.0
C -3.366244 2.429465 -1.871708 -0.1 0.1 -0.1
S -4.104649 2.886614 -0.413922 -0.3 0.2 0.0
C -2.964357 1.984868 0.476918 0.1 0.0 0.2
N -2.086451 1.369260 -0.272368 0.2 -0.1 -0.2
C -3.008653 2.000115 1.973716 0.0 0.0 -0.1
H 2.109960 -0.983106 -2.414911 0.0 0.0 0.0
H 2.512348 0.012068 -3.815611 0.0 0.0 0.0
H 1.731253 -1.546284 -4.045686 0.0 0.0 0.0
H -2.438973 1.583093 -4.485867 0.0 0.0 0.0
H -3.721086 2.788843 -2.823661 0.0 0.0 0.0
H -3.960922 2.397927 2.321701 0.0 0.0 0.0
H -2.218391 2.644735 2.364369 0.0 0.0 0.0
H -2.878324 0.996431 2.373160 0.0 0.0 0.0
O -2.938176 -1.336295 1.687182 -0.1 0.0 0.0
C -2.780182 -1.507073 0.475786 0.5 0.1 0.1
O -1.726963 -1.338951 -0.204001 0.1 0.1 0.0
C -3.975721 -2.004149 -0.340311 -0.4 -0.1 0.1
N -5.071579 -2.293237 0.674787 0.1 0.0 -0.2
C -5.326131 -3.786821 0.687308 0.0 0.2 0.0
C -4.072447 -4.367455 0.054709 0.0 0.0 0.0
C -3.728878 -3.344091 -1.030860 0.0 0.0 0.0
H -4.293091 -1.204836 -1.008655 0.0 0.0 0.0
H -5.919207 -1.756481 0.509836 0.0 0.0 0.0
H -4.635693 -1.967826 1.559146 0.1 0.0 0.1
H -6.205121 -3.972264 0.074634 0.0 0.0 0.0
H -5.527661 -4.097639 1.707863 0.0 0.0 0.0
H -4.259604 -5.362730 -0.341508 0.0 0.0 0.0
H -3.269896 -4.439499 0.792650 0.0 0.0 0.0
H -4.389172 -3.462930 -1.890754 0.0 0.0 0.0
H -2.701252 -3.408151 -1.378582 0.0 0.0 0.0

---

6.
6
Properties=species:S:1:pos:R:3:forces:R:3 method="wB97M-V/def2-TZVPD" orbital_gap_ev="9.98 / 6.62" largest_force_ev_per_a=2.2
C -0.893079 -0.337091 -0.002882 1.2 -0.9 1.2
S 2.541622 -0.062319 -0.030827 1.0 -0.9 1.0
H -1.313818 0.244962 0.877806 0.3 -0.7 -1.8
H -0.017512 -1.029838 0.295022 -1.7 1.1 -0.7
H -1.262009 -0.383489 -1.056190 0.2 0.3 1.4
H 3.340575 -0.858511 0.842883 -1.1 1.0 -1.1